This record from OMol25 describes a cluster of 13 separate species, C21H42Cl18O12 in total in a non-equilibrium geometry. The level of theory is wB97M-V/def2-TZVPD.

Structure (XYZ):
```
93
Properties=species:S:1:pos:R:3:forces:R:3
C 1.91543 1.62607 1.02098 1.0 -0.4 0.0
O 0.71847 0.89840 0.75300 0.4 2.0 1.6
C 0.68576 0.02899 -0.21071 4.5 -0.6 -2.8
O 1.65511 -0.30587 -0.95454 -2.5 0.9 2.2
O -0.52116 -0.34933 -0.30906 -2.4 -1.4 -0.4
C -0.79938 -1.40112 -1.21965 -0.5 -1.6 -0.8
H 2.15452 2.43691 0.33287 -0.6 -0.3 -0.6
H 2.74281 0.91648 1.02451 0.0 0.1 0.1
H 1.85992 2.16312 1.96787 -0.5 -0.7 0.1
H -0.55649 -2.40115 -0.86041 0.5 0.3 0.7
H -0.24500 -1.33462 -2.15577 -0.3 0.6 0.0
H -1.87969 -1.48394 -1.33878 0.1 0.7 -0.3
C -6.30743 -3.27149 0.73178 -0.8 -0.9 0.4
O -6.00150 -2.28451 -0.20141 0.7 1.7 -0.5
C -6.62952 -1.07284 -0.20983 0.3 -2.4 0.4
O -7.65588 -0.84717 0.36378 0.0 0.4 0.1
O -5.97795 -0.25086 -0.97861 -0.6 2.2 -0.4
C -4.75873 -0.55002 -1.63755 -0.1 -1.9 0.1
H -6.68665 -2.92927 1.69468 0.1 0.5 -0.1
H -5.38638 -3.83452 0.88266 -0.2 -0.1 0.0
H -7.10035 -3.87440 0.28922 0.1 -0.4 0.2
H -4.07196 -0.98472 -0.91127 0.5 0.8 0.0
H -4.42073 0.30661 -2.22067 -0.1 -0.2 0.5
H -4.95312 -1.42196 -2.26210 0.1 0.2 -0.6
C 0.15244 1.52642 -3.26249 -0.5 -0.3 -0.4
O -1.14766 0.90136 -3.37728 -1.5 -0.2 -1.3
C -1.89561 0.95711 -4.52377 1.9 1.0 -2.5
O -1.49516 1.35700 -5.65765 -1.3 -1.3 3.8
O -3.11610 0.47921 -4.25162 -0.1 -0.4 0.9
C -4.18619 0.42610 -5.21899 0.7 1.4 -0.8
H 0.95234 0.82820 -3.50897 -0.1 -0.1 -0.2
H 0.22687 1.74132 -2.19649 0.0 0.4 -0.3
H 0.19259 2.39639 -3.91797 0.1 0.0 0.3
H -4.32146 1.44366 -5.58559 0.4 0.0 -0.6
H -5.17981 0.24922 -4.80724 0.6 -0.7 0.9
H -3.94539 -0.26444 -6.02723 -0.1 0.1 0.1
C 3.77481 -3.56362 4.64531 0.2 -0.5 -0.6
O 3.88917 -2.18936 5.05387 0.2 -0.3 -0.2
C 3.43172 -1.21226 4.26193 -2.4 -2.1 -3.0
O 2.86993 -1.37130 3.14841 2.1 0.7 2.8
O 3.54356 -0.11243 4.93948 1.4 0.3 1.0
C 3.26148 1.12581 4.41373 -1.4 2.9 -0.3
H 4.71006 -3.98935 4.28177 0.4 0.7 -0.1
H 3.07412 -3.70091 3.82173 -0.3 0.2 0.3
H 3.56478 -4.19103 5.51152 -0.5 0.5 0.1
H 3.31198 1.87364 5.20511 -0.2 -0.5 0.8
H 2.24418 1.20427 4.03025 0.1 -0.3 -0.2
H 3.92467 1.65107 3.72643 0.5 -1.4 -0.6
C -2.21490 3.03912 0.29925 0.8 -0.6 -0.1
Cl -0.83236 3.75091 -0.55056 0.1 0.3 0.0
Cl -3.38196 2.40329 -0.87636 -0.1 0.4 0.4
H -1.79629 2.17357 0.81276 -0.2 0.2 0.1
H -2.58993 3.77862 1.00677 -0.4 -0.2 -0.5
C -0.28261 -2.02240 -6.20047 -0.1 0.4 0.1
Cl -0.73697 -2.75777 -4.67249 0.0 -0.3 0.5
Cl 1.26452 -2.61721 -6.82739 -0.3 0.0 -0.1
H -1.11331 -2.25141 -6.86801 0.5 0.2 -0.2
H -0.15994 -0.95995 -5.99008 -0.2 -0.1 -0.4
C 3.54712 3.72089 -1.68581 -0.1 0.0 0.0
Cl 4.24980 4.96211 -0.61191 0.2 -0.4 -0.4
Cl 1.92792 4.21792 -2.19132 0.0 0.0 -0.1
H 4.14739 3.59982 -2.58754 0.1 0.1 0.3
H 3.44522 2.77871 -1.14728 0.2 0.2 -0.1
C 5.48501 -0.05603 0.83535 0.6 0.9 0.4
Cl 5.19207 0.42855 -0.82296 -0.3 -0.4 -0.3
Cl 5.61020 1.48840 1.79896 0.1 -0.6 -0.1
H 4.70315 -0.68066 1.26737 0.0 0.2 -0.2
H 6.48144 -0.49480 0.88756 -0.3 -0.1 0.0
C 2.62427 -2.66830 -3.01161 0.3 -0.5 0.3
Cl 1.77177 -4.09959 -2.31003 0.1 0.9 0.2
Cl 3.55503 -3.33431 -4.39808 -0.1 0.8 0.1
H 1.93802 -1.85039 -3.23116 -0.2 -0.5 -0.7
H 3.33651 -2.20405 -2.32948 0.0 -0.6 0.2
C -1.14374 -4.88339 0.37760 0.9 -0.7 -0.3
Cl -2.83835 -4.42467 0.15420 -0.4 0.2 0.0
Cl -0.16338 -3.76354 1.45311 0.0 0.3 0.2
H -1.05044 -5.88457 0.79836 -0.3 0.0 0.2
H -0.63192 -4.88893 -0.58476 -0.1 0.2 -0.1
C -1.96746 2.99360 4.40921 1.0 0.4 0.5
Cl -3.11217 2.32356 3.29290 -0.9 0.0 0.4
Cl -0.42645 3.11649 3.56971 0.9 0.3 -0.3
H -2.17166 4.01495 4.73055 -0.6 -0.2 -0.2
H -1.76410 2.38373 5.28945 -0.5 -0.3 -0.3
C -0.68985 -1.12465 3.54951 0.5 -0.4 -0.5
Cl -2.43474 -0.94348 3.67128 0.0 -0.3 -0.1
Cl 0.13750 -0.16770 4.76357 0.2 0.4 0.7
H -0.37023 -2.15444 3.70902 -0.4 0.1 -0.1
H -0.33667 -0.77348 2.57994 -0.3 -0.1 0.1
C 3.50519 5.22776 2.75655 -0.1 -0.4 0.4
Cl 4.03665 6.82581 2.21683 0.1 -0.2 0.2
Cl 2.03019 4.71753 1.89731 0.3 0.4 0.5
H 4.28589 4.47535 2.64484 0.0 0.2 -0.7
H 3.31714 5.24020 3.83013 -0.4 0.4 -0.2
```
Positions in Å, forces in eV/Å.

Summary:
**Kohn-Sham gap (spin up / spin down)**: 1.4252 / 9.2083 eV
**E_HOMO (spin up / spin down)**: 0.2 / -7.6 eV
**E**: -272429.7708 eV
**Spin multiplicity**: 2
**Total charge**: -1



This record from OMol25 describes a structure of composition C21H42Ge2IrO7P2Si. The level of theory is wB97M-V/def2-TZVPD.

Structure (XYZ):
```
76
Properties=species:S:1:pos:R:3:forces:R:3
Ir -1.99590 -0.02393 -0.37910 0.1 0.0 0.5
C -1.25655 -1.97739 4.16850 0.0 0.1 0.0
C -1.57432 -1.83969 2.67577 0.0 -0.1 0.0
Ge -1.15890 -0.05998 1.98095 -0.2 0.1 -0.5
C -2.10358 1.39021 2.91181 0.0 0.0 0.2
C -1.26934 1.91654 4.08814 0.0 0.0 0.0
C 0.76151 0.20465 2.17049 0.2 -0.4 0.1
C 1.79456 0.27058 1.33801 -0.3 0.2 0.1
Ge 2.09289 0.33724 -0.55270 -0.2 -0.1 -0.5
C 1.94284 1.95014 -1.62933 0.4 0.0 -0.1
C 3.27950 2.38051 -2.26499 -0.1 0.0 0.0
C 2.85965 -1.25942 -1.34560 0.3 0.0 0.2
C 4.31947 -1.51760 -0.91704 -0.1 0.1 0.0
C 3.22098 0.26572 1.74776 0.0 0.0 0.1
C 3.76842 -0.74291 2.54093 0.1 0.0 0.0
C 5.12971 -0.74926 2.79672 -0.1 -0.1 0.0
C 5.95790 0.22910 2.25319 0.1 0.1 -0.1
C 5.42531 1.23134 1.45856 0.1 -0.1 0.1
C 4.05755 1.24924 1.21473 0.0 0.2 -0.2
H -1.47287 -2.98910 4.51098 0.0 0.0 0.0
H -1.85790 -1.29561 4.77190 0.0 0.0 0.0
H -0.20632 -1.77745 4.38943 0.0 0.0 0.0
H -2.63345 -2.02394 2.48921 0.0 0.0 0.0
H -1.01365 -2.57318 2.09178 0.0 0.0 0.0
H -3.04746 0.97137 3.26875 0.0 0.0 0.0
H -2.34598 2.20678 2.23084 0.0 -0.1 0.0
H -0.97683 1.11594 4.76982 0.0 0.0 0.0
H -1.83872 2.64375 4.66689 0.0 0.0 0.0
H -0.35751 2.40689 3.74385 0.0 0.0 0.0
H 1.06424 0.12454 3.21933 -0.1 0.1 0.0
H 1.51097 2.75921 -1.04305 -0.1 0.0 0.1
H 1.24172 1.67833 -2.42167 -0.1 0.0 0.1
H 3.97372 2.78457 -1.53022 0.0 0.0 0.0
H 3.09920 3.16529 -2.99850 0.0 0.0 0.0
H 3.77271 1.55779 -2.78274 0.0 0.0 0.0
H 2.79309 -1.16176 -2.42671 -0.1 0.0 -0.1
H 2.22535 -2.09371 -1.03559 0.0 0.0 -0.1
H 4.96930 -0.67762 -1.16034 0.0 0.0 0.0
H 4.70403 -2.39280 -1.43885 0.0 0.0 0.0
H 4.39869 -1.69934 0.15387 0.0 0.0 -0.1
H 3.13204 -1.52830 2.92904 0.0 0.0 0.0
H 5.55350 -1.52967 3.41495 0.0 0.0 0.0
H 7.01923 0.21315 2.46111 0.0 0.0 0.0
H 6.06253 2.01022 1.06163 0.0 0.0 0.0
H 3.62909 2.09645 0.68309 0.0 0.0 0.0
C -2.10795 -3.66296 -3.27998 0.0 0.0 0.0
C -1.86942 -2.62337 -2.18825 0.0 0.0 0.1
O -1.09203 -3.10852 -1.10660 0.0 0.0 0.0
P -0.81730 -1.25631 -2.85032 0.1 0.0 -0.1
O 0.46066 -1.89653 -3.49008 0.1 0.1 0.0
O -1.55394 -0.58522 -4.04940 -0.1 0.1 0.1
O -0.37134 -0.29918 -1.73965 0.2 -0.1 0.1
P -3.44135 -1.81841 -1.60038 -0.2 0.8 -0.3
O -4.59112 -2.81705 -1.95347 0.0 -0.2 0.2
O -3.51770 -0.48437 -2.33206 0.0 -0.5 0.0
O -3.33851 -1.53125 -0.07684 0.0 0.0 -0.1
H -1.15589 -4.07659 -3.61056 0.0 0.0 0.0
H -2.63846 -3.23664 -4.13222 0.0 0.0 0.0
H -2.72139 -4.47287 -2.88405 0.0 0.0 0.0
H -1.43482 -3.96150 -0.80925 0.0 0.0 0.0
H 0.47037 -1.94208 -4.45993 0.0 0.0 0.1
H -2.46514 -0.31578 -3.75879 0.0 0.0 0.0
H -5.46319 -2.69684 -1.54457 0.1 0.0 -0.1
C -3.28000 2.44735 -2.69558 0.0 0.1 0.0
Si -3.01147 2.09226 -0.90286 0.0 -0.2 0.1
C -4.56001 2.03985 0.10933 -0.1 0.1 0.0
C -1.57482 3.10550 -0.25502 0.1 0.0 0.0
H -3.44227 3.52613 -2.79838 0.0 0.0 0.0
H -4.14838 1.93129 -3.09860 0.0 0.0 0.0
H -2.39758 2.20607 -3.29227 0.0 0.0 0.0
H -5.06251 3.01052 0.03436 0.0 0.0 0.0
H -4.39547 1.83188 1.16530 0.0 0.0 0.0
H -5.23794 1.28956 -0.30202 0.0 0.0 0.0
H -1.98900 4.03624 0.15072 0.0 0.0 0.0
H -0.90823 3.37128 -1.07659 0.0 0.0 0.0
H -0.99425 2.65064 0.55232 0.0 0.0 -0.1
```
Positions in Å, forces in eV/Å.

Summary:
**Kohn-Sham gap (spin up / spin down)**: 7.4254 / 7.3971 eV
**E_HOMO (spin up / spin down)**: -14.2 / -14.2 eV
**E**: -179106.7342 eV
**Spin multiplicity**: 2
**Energy relative to the best compared isomer or geometry (same formula, charge and spin)**: 170.3 kJ/mol
**Total charge**: +2



This record from OMol25 describes a cluster of 3 separate species, C21H42N4O13P3S in total in a non-equilibrium geometry. The level of theory is wB97M-V/def2-TZVPD.

Structure (XYZ):
```
84
Properties=species:S:1:pos:R:3:forces:R:3
C -5.54000 -3.03995 -0.98306 0.1 0.3 1.0
C -5.37523 -3.20554 0.59573 3.9 -2.4 0.8
O -4.32847 -3.79947 0.99406 -4.0 2.4 -1.2
O -6.31058 -2.79466 1.58531 0.9 0.9 -1.5
C -6.19677 -1.35118 1.84157 0.2 0.4 -0.1
C -4.78408 -1.04313 2.59747 -0.2 -2.0 0.3
C -3.71269 -0.42799 1.61282 -0.5 0.6 -0.6
C -2.78462 0.81854 2.13812 -1.4 -0.5 0.3
P -4.16974 2.00527 2.77160 -0.9 -0.9 0.6
P -4.52668 3.62188 1.33475 1.0 6.1 -0.2
O -3.45860 4.73983 1.43805 -2.6 -3.7 -0.8
O -4.76066 3.08067 -0.26181 -0.2 0.0 2.5
O -6.00147 4.38821 1.80587 2.0 -2.7 -1.7
N -2.15650 1.32442 0.83530 0.1 -0.3 -1.8
O -1.57773 2.56868 0.96205 -0.1 1.5 0.1
C -1.10984 0.40153 0.24471 3.6 -0.8 -1.0
C 0.15573 1.22745 -0.41291 0.2 0.0 0.1
C 1.23764 0.21156 -1.09186 1.1 2.3 -3.3
O 1.92508 0.69912 -2.02849 -2.6 -2.2 3.9
P -1.71447 -0.51345 -1.33885 -3.6 -2.2 -3.8
O -3.22010 -0.75608 -1.41519 2.6 1.1 1.2
O -0.94289 -1.99611 -1.58384 -0.7 2.9 0.4
O -1.38670 0.40425 -2.77356 0.1 -0.9 3.5
C -0.39845 -0.54395 1.32706 1.9 -1.3 -0.7
O -1.04231 -0.79500 2.57107 -0.4 2.0 0.0
C -1.68546 0.37496 3.19154 -1.0 -3.0 0.1
C -2.25823 -0.31033 4.55908 0.5 -1.2 1.1
N -2.98922 0.63904 5.44192 -0.9 -1.0 -0.7
S -0.44395 1.59671 3.80648 7.8 2.9 3.2
C -1.14720 3.21647 4.44447 -1.3 0.1 0.5
O 0.63299 2.02158 2.83524 -3.4 -1.2 -0.1
O 0.36141 1.08974 5.00748 -3.8 0.0 -2.6
H -6.22332 -3.87009 -1.35704 0.6 1.3 0.5
H -4.49647 -3.18327 -1.44693 -1.8 0.3 0.9
H -5.91025 -1.98273 -1.18669 0.2 -1.6 -0.1
H -7.10169 -1.00159 2.45050 1.4 -0.9 -0.8
H -6.27288 -0.85001 0.81898 0.3 -0.3 1.3
H -4.40343 -2.10477 2.87012 -0.6 1.7 -0.4
H -4.95047 -0.54191 3.60363 0.2 -0.2 -1.6
H -4.33400 0.04181 0.75191 1.1 -0.7 1.2
H -3.10425 -1.26617 1.14066 -0.7 1.2 0.7
H -3.75584 2.69515 3.96608 0.3 0.1 -1.1
H -5.69063 2.81577 -0.43954 0.7 0.0 0.0
H -6.70360 4.08264 1.18850 0.2 0.4 0.7
H -2.87741 1.44537 0.08114 -0.2 -0.7 1.0
H -1.89478 3.14151 0.21201 0.2 -0.3 1.0
H 0.77707 1.78670 0.35699 -1.1 -0.8 -0.5
H -0.20440 2.02167 -1.16559 0.8 -1.5 0.9
H 1.33327 -0.88797 -0.75627 0.0 1.6 -0.3
H -1.43362 -2.47457 -2.30375 0.4 0.6 0.8
H -1.82693 1.26391 -2.58748 0.2 -0.5 -0.7
H -0.23068 -1.57386 0.82380 -0.6 1.5 1.0
H 0.67650 -0.17579 1.54786 -1.9 -0.1 -0.4
H -1.38941 -0.71317 5.21126 -0.8 1.0 -1.8
H -2.83045 -1.29118 4.33731 0.7 1.9 -0.2
H -4.00251 0.43102 5.33792 0.9 0.4 0.3
H -2.76596 0.46801 6.43255 0.0 0.1 -0.8
H -0.26681 3.86912 4.80584 -1.1 -1.5 -1.0
H -1.78637 3.73460 3.65554 1.1 -0.6 0.9
H -1.78768 2.97803 5.36208 0.9 0.2 -1.4
C 5.27787 0.55813 -2.45644 0.0 0.0 0.0
C 5.81025 1.57547 -1.45368 -0.3 -0.2 -0.1
C 7.23186 2.03980 -1.77820 0.3 -0.7 0.2
C 8.16909 0.86656 -1.75792 1.8 -1.8 0.0
N 8.90382 -0.05664 -1.74171 -2.3 2.8 -0.1
H 5.87397 -0.35634 -2.45651 0.0 0.1 0.0
H 4.25304 0.27612 -2.20441 0.2 0.0 -0.1
H 5.27802 0.97031 -3.47069 0.0 0.0 0.1
H 5.78318 1.13395 -0.45218 0.1 0.1 0.0
H 5.14529 2.44444 -1.43963 0.2 0.0 0.0
H 7.56499 2.77552 -1.04185 0.1 -0.1 -0.1
H 7.26703 2.50853 -2.76535 0.1 -0.1 0.1
C 7.31436 -4.33432 -5.91856 0.0 -0.1 -0.1
C 7.33697 -2.81026 -5.96973 -0.1 -0.3 -0.2
C 7.53210 -2.17086 -4.59283 -0.7 -0.3 0.2
C 6.40422 -2.56242 -3.68268 -1.8 -0.6 1.8
N 5.51760 -2.87123 -2.96754 2.7 0.9 -2.3
H 6.47734 -4.70518 -5.32141 0.1 0.1 0.0
H 7.20250 -4.74635 -6.92439 0.1 0.0 0.1
H 8.24237 -4.72612 -5.49153 -0.1 0.0 0.0
H 6.40078 -2.45639 -6.41350 0.1 0.1 0.1
H 8.14749 -2.48860 -6.63009 -0.1 0.1 0.1
H 7.55489 -1.08188 -4.68334 0.0 -0.1 0.2
H 8.47778 -2.49351 -4.14936 -0.2 0.0 0.1
```
Positions in Å, forces in eV/Å.

Summary:
**Kohn-Sham gap**: 8.7120 eV
**E_HOMO**: -12.5 eV
**E**: -93724.3768 eV
**Spin multiplicity**: 1
**Total charge**: +1



> Which formula does entry 1 have?

C21H42Cl18O12



> Which value of E does entry 3 give?

-93724.3768 eV